(1)
ORCA calculation (ωB97M-V/def2-TZVPD) on C28H53ClF6OP2PtSi2 as an isolated structure in a non-equilibrium geometry.

Values from the calculation:
Multiplicity   5
<S²>   6.0301
HOMO level (alpha / beta)   -6.04 / -7.72 eV

Last column: Löwdin spin population.
CARTESIAN COORDINATES (ANGSTROEM)
Pt  0.63344  -0.16168  0.05976  0.967
Cl  1.96841  -1.66451  -0.51144  0.234
P  1.12819  0.55626  -2.19291  0.243
P  0.14927  -1.79862  1.77370  0.245
Si  -2.90066  -1.14421  1.91379  0.005
Si  -1.74843  1.62910  -2.78382  -0.007
F  -0.55865  4.12187  3.99075  0.000
F  -0.07265  5.51235  1.58628  0.000
F  -1.88823  2.81139  2.83647  0.000
F  0.65773  4.33186  -0.12627  0.000
F  -0.22509  1.94470  3.97388  0.000
F  -1.40832  4.09049  0.57691  0.000
O  0.32050  1.97071  1.26968  0.043
C  0.66519  -4.62044  1.37900  0.001
C  -2.57495  -1.11380  0.07932  0.072
C  -0.72123  -4.02098  3.38136  0.014
C  1.33830  -1.67963  4.35650  0.012
C  2.82825  1.28074  -1.93619  0.031
C  0.39210  3.12641  1.95723  0.005
C  -3.91480  0.28203  2.49044  0.001
C  1.35918  0.95600  -5.03282  0.013
C  3.08865  2.54157  -2.76165  0.012
C  2.31615  -0.23361  2.58037  0.014
C  -1.15929  -0.85836  2.61406  0.042
C  -3.73227  -2.74086  2.36047  0.001
C  -2.77056  3.04227  -2.18719  0.001
C  -2.02278  1.37235  -4.60120  -0.001
C  -0.13060  4.28058  1.00460  0.001
C  1.74280  3.55194  2.48938  0.001
C  -2.85248  0.05713  -0.67023  0.264
C  2.04630  -1.31040  -4.21370  0.001
C  -0.35138  -3.61341  1.94331  0.040
C  1.10851  -0.11825  -3.95906  0.038
C  0.80951  -4.48659  -2.44740  0.825
C  -1.74206  -1.94015  -0.74152  0.208
C  -0.59467  3.01796  3.19545  0.001
C  1.64894  -1.57603  2.86459  0.030
C  -1.44627  -1.23993  -1.94532  0.323
C  0.02323  1.99464  -2.21372  0.038
C  -2.10722  0.04253  -1.87515  0.013
C  3.05976  1.59135  -0.45560  0.013
H  3.02207  -0.29648  1.74400  0.001
H  -3.70026  -2.90172  3.44527  0.000
H  0.06840  -0.48058  -4.07236  0.000
H  -1.56676  0.46426  -5.00745  0.000
H  2.30938  -2.39862  2.55348  0.001
H  1.07922  -4.50976  -1.35750  0.053
H  2.47883  3.37743  -2.38757  0.001
H  -0.03093  2.33506  -1.15551  0.003
H  0.40086  -4.92511  0.36538  0.000
H  2.92458  2.42633  -3.83634  0.000
H  -4.38371  0.02256  3.45016  0.000
H  1.41466  -3.62790  -2.84512  0.053
H  -0.28414  -4.22136  -2.53962  0.055
H  2.83947  0.12130  3.47759  0.001
H  -1.13781  -1.07196  3.69130  0.009
H  0.64542  -5.52948  1.98765  0.000
H  -1.35186  -4.91622  3.34697  0.003
H  -1.45131  -2.99005  -0.55721  0.007
H  -1.65795  2.24244  -5.16216  0.000
H  -1.26916  -3.26377  3.94382  0.001
H  -3.11046  1.30153  -4.74320  0.000
H  -3.32085  -3.61874  1.85278  0.000
H  0.17667  -4.29492  3.93948  0.000
H  0.83541  -2.60403  4.66271  0.000
H  1.62980  4.50025  3.01840  0.000
H  4.14542  2.80639  -2.61296  0.003
H  2.43291  1.09351  -5.18169  0.000
H  -2.81077  3.80964  -2.97358  0.000
H  1.51104  -2.25819  -4.14292  0.000
H  -2.35129  3.50128  -1.28155  0.000
H  3.49162  0.73537  0.07377  0.000
H  -3.30926  1.18576  2.64129  0.000
H  -3.79641  2.71882  -1.96917  0.000
H  0.46628  2.79391  -2.82522  0.008
H  3.72861  2.45380  -0.35691  0.001
H  0.73796  -0.81677  4.68715  0.001
H  -0.90236  0.20951  2.45079  0.003
H  -1.26576  -3.67542  1.32349  0.000
H  0.95415  0.60439  -5.98827  0.003
H  3.49952  0.46645  -2.25782  0.001
H  0.90203  1.92431  -4.82516  0.001
H  -3.49570  0.86807  -0.34736  0.015
H  2.12586  2.79054  3.17659  0.000
H  -0.91480  -1.65953  -2.79746  0.014
H  2.43322  -1.24963  -5.23627  0.000
H  2.30165  -1.63910  4.88637  0.003
H  -4.78354  -2.63492  2.05843  0.000
H  -4.71059  0.51354  1.77118  0.000
H  1.68357  -4.22630  1.38020  0.002
H  2.10839  1.87064  0.04202  0.005
H  2.89403  -1.32376  -3.52524  0.002
H  2.44686  3.67318  1.66042  0.000
H  1.55596  0.53928  2.33285  0.005

Cartesian forces (eV/Å) of the 2 atoms listed first:
Pt -3.57 4.97 2.18
Cl 5.07 -5.23 -1.85

(2)
ORCA calculation (ωB97M-V/def2-TZVPD) on C45H108N4O13P2 as an isolated structure in a non-equilibrium geometry.

Values from the calculation:
HOMO level   -8.11 eV

Last column: Mulliken charge in e.
CARTESIAN COORDINATES (ANGSTROEM)
P  2.72331  0.05743  -2.51171  -0.680
P  -2.92741  -3.96087  -1.92960  0.330
O  0.05142  -0.47405  1.22318  -0.127
O  2.94479  0.59663  -4.01790  -0.414
O  -3.54320  -4.36693  -0.63603  -0.635
O  3.22939  0.97280  -1.49601  0.487
O  -3.91392  -3.15694  -2.83839  -0.077
O  -2.29540  -5.17108  -2.82959  -0.338
O  1.17720  -0.17440  -2.39929  0.509
O  4.33936  3.34317  1.39889  -0.335
O  0.80926  5.67273  -2.65090  -0.578
O  -1.78985  -2.92236  -1.67902  0.167
O  6.69472  0.80521  -2.45203  -0.638
O  -2.68068  -6.04048  4.63053  -0.607
O  3.33346  -1.42974  -2.51086  -0.351
N  3.94176  -5.60412  1.93183  0.243
N  -2.56126  1.75233  -5.39549  1.016
N  -3.46180  3.74513  -0.20024  0.988
N  -2.43841  0.53296  5.15807  0.422
C  3.63910  -6.17689  3.26212  -0.471
C  2.46588  1.90728  -4.20383  1.052
C  0.57907  0.59832  1.29345  1.127
C  -4.36251  2.44177  -6.74853  -1.146
C  -1.04254  -6.09291  2.97283  -0.675
C  1.23883  5.41726  -1.54256  0.831
C  -2.24895  0.29964  7.62808  -1.208
C  6.34429  1.60063  -1.59123  0.751
C  -3.89040  5.06696  0.19592  -0.775
C  2.78624  -4.85700  1.29168  -0.058
C  -5.23204  -3.68702  -2.73712  -0.880
C  -3.66208  0.28017  -3.75156  0.422
C  5.08619  -6.09620  -0.23933  -1.387
C  4.42577  -6.61412  1.03143  -0.495
C  6.30185  3.00570  2.70564  -1.288
C  4.84934  3.11901  2.45283  0.937
C  6.81757  1.30446  -0.23138  -0.598
C  -3.18382  5.68480  1.42842  -0.822
C  0.52231  -1.01452  -3.37789  -0.557
C  -2.48905  -0.90481  4.68117  -0.678
C  -3.57456  3.53695  -1.66128  0.070
C  -2.94010  0.36313  -5.03352  -1.425
C  -3.09088  0.73869  6.43753  -0.750
C  -1.16411  2.02371  -5.20532  0.177
C  2.61930  4.90662  -1.39810  -0.691
C  4.75065  -1.65663  -2.23045  -0.494
C  -1.31500  -1.29767  3.79435  -0.416
C  4.93627  -6.21215  4.05791  -1.295
C  -2.08152  2.82627  4.41076  -0.853
C  -2.26440  -5.49525  3.62973  0.596
C  -3.02799  -4.40533  2.89134  -0.285
C  -2.69576  1.51577  4.12665  0.437
C  3.97667  2.88940  3.75974  -1.452
C  0.37334  5.80687  -0.32246  -0.516
C  -0.14860  1.95422  1.17667  -0.393
C  -4.11602  2.66787  0.53688  -0.646
C  -4.91920  3.48616  -2.38297  -1.436
C  -0.93900  3.45774  -4.82109  -1.160
C  5.60750  2.88239  -1.88400  -0.343
C  -2.90611  2.02954  -6.79490  -0.706
C  -3.71324  1.33526  0.05479  -0.874
C  -1.78941  -6.42148  -2.35311  -0.635
C  2.05037  0.60523  1.78422  -0.867
C  2.56678  -3.45775  1.91357  -1.039
C  -1.84268  -1.84250  -0.74276  -1.126
H  1.75896  -5.31876  1.42233  -0.075
H  -1.16344  -6.17607  1.90965  0.249
H  5.14379  -5.18696  4.14990  0.349
H  -3.23535  4.92870  2.21583  -0.033
H  0.06201  3.60470  -4.61295  0.463
H  -1.40240  4.03335  -5.59208  0.380
H  -1.50922  -0.99268  2.76167  -0.346
H  1.96805  1.01554  2.76436  0.366
H  -5.33055  -4.76678  -3.01382  0.308
H  -5.48544  -3.74415  -1.69108  0.360
H  -1.37480  3.83128  -3.91794  -0.075
H  3.05013  3.37431  3.61503  0.360
H  -4.89593  1.63739  -6.17624  0.242
H  5.51405  -6.84561  -0.86991  0.441
H  -0.69294  -6.36052  -2.16734  0.234
H  -2.99367  2.60796  -1.99777  -0.424
H  6.33499  3.69681  -1.89652  0.583
H  0.53559  -0.50199  -4.34069  0.419
H  3.63095  -7.26508  0.68440  0.337
H  2.98074  -4.68954  0.18765  0.220
H  -2.63355  1.10450  0.06511  -0.250
H  -1.87448  -7.18717  -3.15394  0.226
H  -3.80522  1.76526  3.98543  0.094
H  2.57712  2.48713  -3.31358  -0.509
H  -4.45793  0.98245  -3.63342  0.262
H  -3.01334  4.39000  -2.13019  0.509
H  -0.84561  2.04408  0.39551  -0.073
H  -1.61907  -0.52332  7.42927  0.323
H  6.15671  1.54734  0.57038  -0.195
H  -4.71528  3.37614  -3.43578  0.192
H  -2.13177  -0.33470  -5.24351  0.343
H  6.51226  3.56924  3.64768  0.480
H  -3.92171  -0.75826  -3.49356  0.036
H  7.07744  0.21774  -0.19191  0.311
H  -0.29274  6.70320  -0.38656  0.415
H  -3.71289  0.01186  -5.81588  0.526
H  -1.07148  -2.38869  3.83895  0.306
H  6.82197  3.49787  1.87680  0.300
H  -3.39843  1.80831  6.57949  0.501
H  3.17175  -7.22188  3.10896  0.307
H  -5.68103  2.73542  -2.08604  0.189
H  -2.38847  -1.03698  -1.06031  0.501
H  4.80720  -6.66471  5.03842  0.393
H  5.38666  -1.15715  -2.98585  0.313
H  3.54386  -3.06559  2.15653  0.394
H  -3.40328  -1.05062  4.03492  0.113
H  2.29816  -0.44173  1.85412  -0.053
H  4.39431  -5.48038  -0.82421  0.250
H  2.85546  -5.65362  3.75241  0.359
H  5.03220  2.93831  -2.87934  0.082
H  5.71837  -5.22722  -0.02653  0.367
H  -3.62472  6.63856  1.79768  0.392
H  3.79317  1.83841  3.98970  0.250
H  -4.85065  2.55083  -7.73022  0.414
H  -2.79796  -0.07370  8.50332  0.369
H  7.71824  1.95506  -0.10242  0.355
H  -0.86439  -1.54680  -0.52320  0.114
H  3.21821  5.43316  -2.10542  0.515
H  -4.07511  0.62641  0.76851  0.644
H  -1.59312  1.14264  7.96372  0.281
H  -2.85945  1.15845  -7.45614  0.397
H  -4.47836  3.31939  -6.12024  0.237
H  -0.64098  1.80548  -6.17822  0.345
H  5.16137  -7.26527  1.46182  0.458
H  -3.87616  2.86558  1.60051  0.215
H  2.77125  3.89084  -1.60951  -0.528
H  -4.03056  0.24699  6.39054  0.429
H  1.43374  1.85525  -4.53539  -0.619
H  -3.71954  -3.91580  3.61789  0.229
H  6.62517  1.87750  2.81569  0.250
H  5.05359  -1.30803  -1.20422  0.104
H  5.81154  -6.53575  3.49907  0.303
H  -2.37241  -2.19060  0.10687  0.824
H  -2.24049  2.78732  -7.23009  0.508
H  -2.94626  0.49926  -2.87793  -0.568
H  1.05601  5.91894  0.55569  0.268
H  -4.91721  5.12267  0.46299  0.311
H  2.79766  1.22966  1.31751  0.093
H  -3.68011  5.82664  -0.59543  0.393
H  -2.29085  -6.66934  -1.44129  0.324
H  -2.53984  -1.44217  5.63942  0.480
H  -0.21080  -5.44649  3.26583  0.033
H  1.03029  -1.96389  -3.50800  0.264
H  -2.51920  3.68344  3.90060  -0.001
H  -5.39451  4.44932  -2.34259  0.473
H  -0.33866  -0.80593  4.05431  0.287
H  -2.32732  -3.67494  2.55403  -0.331
H  -1.03044  2.77679  4.18009  0.227
H  -0.56248  2.15543  2.15475  -0.470
H  -0.31398  4.98289  -0.12825  -0.289
H  2.97559  2.33295  -5.06467  0.422
H  -2.28848  1.08517  3.24850  -0.328
H  1.92904  -3.55494  2.82787  0.146
H  -0.54218  -1.07168  -3.05141  -0.097
H  4.48575  3.21535  4.59386  0.574
H  0.55255  2.73361  0.88326  0.320
H  4.83296  -2.76014  -2.32376  0.225
H  3.01161  5.07330  -0.42992  0.429
H  -2.16318  5.94392  1.14140  0.128
H  -5.18202  2.73884  0.53299  0.274
H  5.07506  3.13466  -0.97719  -0.263
H  2.00291  -2.86914  1.19099  0.233
H  -2.16758  3.11113  5.50269  0.355
H  -5.87751  -3.02002  -3.26113  0.268
H  -3.60886  -4.79046  2.10601  0.451
H  -0.82553  -7.09258  3.36486  0.370
H  -0.74464  1.34613  -4.41301  -0.626
H  -4.05302  1.07997  -0.95098  0.432

Cartesian forces (eV/Å) of the 2 atoms listed first:
P 0.92 -0.76 -0.61
P 0.96 -1.33 2.35

(3)
ORCA calculation (ωB97M-V/def2-TZVPD) on C15H20N6 in the gas phase in a non-equilibrium geometry.

Values from the calculation:
Energy relative to the best compared isomer or geometry (same formula, charge and spin)   33.1 kcal/mol
HOMO level   -7.88 eV
SMILES   CN(C)c1cc(/N=N/Cc2ccccc2)nc(N(C)C)n1

Last column: natural (NBO) charge in e.
CARTESIAN COORDINATES (ANGSTROEM)
N  -1.90094  -1.30022  -0.19748  -0.080
N  2.68636  0.05432  0.81538  -0.559
N  2.19368  -1.13960  2.72377  -0.415
N  -0.92491  -0.80814  -0.86631  -0.218
N  3.33055  1.26255  -1.05123  -0.412
N  0.57698  -0.91641  1.02993  -0.546
C  -4.02481  -0.46748  -1.02117  -0.027
C  -4.67343  1.53521  -2.21931  -0.196
C  1.79839  -0.66322  1.49299  0.591
C  0.28878  -0.50937  -0.23451  0.365
C  3.28964  1.56439  -2.50028  -0.408
C  1.16507  -1.74050  3.62998  -0.405
C  3.62590  -1.38232  3.09740  -0.398
C  -5.68141  1.76177  -1.30411  -0.220
C  4.58831  1.53284  -0.32917  -0.402
C  2.38778  0.49017  -0.39576  0.429
C  -3.84576  0.41016  -2.11793  -0.204
C  -3.12486  -1.65454  -0.91473  -0.289
C  1.18846  0.22126  -0.99567  -0.368
C  -5.86369  0.86564  -0.23551  -0.197
C  -5.03438  -0.24883  -0.10181  -0.210
H  1.60454  -2.01138  4.58382  0.199
H  -6.36420  2.61570  -1.34718  0.215
H  0.70823  -2.59807  3.14476  0.208
H  -2.83653  -2.04024  -1.91127  0.205
H  2.28719  1.81446  -2.89350  0.209
H  -5.19807  -0.93435  0.72910  0.217
H  3.77919  -2.37290  3.47961  0.191
H  -6.65974  1.02709  0.47134  0.211
H  5.09193  2.29959  -0.91955  0.193
H  4.29786  -1.25488  2.25750  0.226
H  -3.05894  0.32245  -2.82446  0.221
H  0.37829  -0.99750  3.81256  0.211
H  0.88523  0.60428  -1.95026  0.229
H  -3.56467  -2.48479  -0.35846  0.214
H  3.90266  2.42898  -2.77148  0.211
H  3.66120  0.67437  -3.04337  0.192
H  3.88570  -0.70539  3.90589  0.191
H  4.44244  1.93907  0.68999  0.224
H  -4.55009  2.18870  -3.06327  0.209
H  5.26203  0.61711  -0.29624  0.191

Cartesian forces (eV/Å) of the 2 atoms listed first:
N 3.40 1.36 0.25
N 1.34 0.26 0.05